1.
This record from OMol25 describes C20H47FeN6O11P as an isolated structure in a non-equilibrium geometry. The level of theory is the ωB97M-V functional and the def2-TZVPD basis.

Output
Total charge = -2
HOMO-LUMO gap (spin up / spin down) = 1.8 / 6.3 eV
Highest occupied orbital energy (spin up / spin down) = 2.11 / -4.20 eV
E = -3551.399870 a.u.
⟨S²⟩ = 20.026
Multiplicity = 9
M = 634.45 g/mol
LUMO level (spin up / spin down) = 3.941 / 2.055 eV

Element x y z (Å)
Fe: 1.3624 1.3168 3.8534
P: 1.5017 -0.4057 5.7755
O: 0.2472 0.1424 4.9484
O: 0.6551 0.3647 2.2637
O: -2.6013 4.4989 -3.2334
O: -0.3303 1.0413 -3.3663
O: -2.4084 -3.3269 1.3914
O: 1.2323 -0.0481 7.1967
O: 6.0329 -2.6228 1.6756
O: 2.6859 4.9597 -1.8941
O: 0.7782 -3.0524 1.7827
O: 1.4420 -1.9317 5.5229
O: 2.5980 0.3371 4.9517
N: 4.3245 -1.2233 1.0764
N: -3.4153 3.0731 -1.6299
N: -4.2082 -2.7219 0.1456
N: 0.5669 -0.9275 -2.6695
N: 1.5250 -4.8803 0.6572
N: 1.0453 5.9950 -0.6733
C: -2.4812 3.5383 -2.4943
C: -3.5207 -3.5433 0.9606
C: 0.5193 -5.8174 1.0983
C: -5.5570 -3.0245 -0.2680
C: 1.5515 5.0136 -1.4514
C: 1.9042 7.0734 -0.2716
C: 0.2473 1.5801 0.2355
C: 5.4092 -1.9927 0.8452
C: -4.8152 3.3410 -1.9033
C: 3.8359 -0.2478 0.1396
C: -3.0827 2.1262 -0.5940
C: 2.1875 -5.3198 -0.5571
C: 1.5261 -3.5595 0.9912
C: 1.7244 -1.7929 -2.6657
C: -0.1892 0.4562 1.1710
C: 3.8659 -1.0893 2.4576
C: -0.6500 -1.5109 -2.1606
C: -0.3518 5.9886 -0.3200
C: 0.6147 0.2882 -3.2699
C: -3.7085 -1.4251 -0.2819
H: 1.6116 7.5543 0.6669
H: -0.8786 5.0547 -0.5006
H: -0.1876 2.5540 0.4788
H: 2.3552 -3.0249 0.4878
H: 1.6644 7.9092 -0.9518
H: -0.3308 -0.5581 0.7672
H: 4.3470 -0.3155 -0.8261
H: 1.6305 0.4483 -3.6706
H: 4.5076 -0.4426 3.0537
H: -6.2873 -2.3830 0.2518
H: -1.0235 -2.3506 -2.7478
H: -0.0857 -5.3523 1.8812
H: 3.6206 -2.0308 2.9418
H: 2.8931 -0.5970 2.3929
H: -4.3150 -0.6898 0.2612
H: -5.2495 2.6874 -2.6599
H: -5.8566 -4.0608 -0.1377
H: -0.2379 -6.0840 0.3572
H: 2.5773 -1.1727 -2.9554
H: -3.2349 1.0917 -0.9086
H: 1.7027 -2.5914 -3.4138
H: -5.7334 -2.6827 -1.2938
H: -1.5424 2.9648 -2.3923
H: 2.5516 -4.4486 -1.1095
H: 3.0937 -5.9231 -0.4303
H: 3.9423 0.8037 0.4119
H: 5.5886 -2.1088 -0.2434
H: -4.1155 -4.4411 1.1986
H: -2.0449 2.3082 -0.3172
H: -0.5601 -1.7299 -1.0934
H: -5.0472 4.3627 -2.2112
H: -1.4655 -0.7853 -2.1642
H: -3.9857 -1.2466 -1.3265
H: 0.8966 4.1412 -1.6081
H: 1.3342 1.6309 0.2517
H: -0.9104 6.7139 -0.9270
H: -5.3166 3.2978 -0.9348
H: -0.1774 1.4206 -0.7636
H: -3.6069 2.2053 0.3603
H: 2.7826 -0.4630 -0.0587
H: 2.9748 6.9200 -0.2662
H: 0.9899 -6.6943 1.5455
H: 1.9046 -2.2116 -1.6769
H: -0.4580 6.2853 0.7249
H: 1.4969 -5.8673 -1.1987
H: -2.6331 -1.4087 -0.1429
H: -1.2444 0.6400 1.4618

2.
This record from OMol25 describes C20H47FeN6O7 as an isolated structure in a non-equilibrium geometry. The level of theory is the ωB97M-V functional and the def2-TZVPD basis.

Output
Total charge = +1
HOMO-LUMO gap (spin up / spin down) = 5.0 / 3.6 eV
Highest occupied orbital energy (spin up / spin down) = -8.76 / -11.14 eV
Energy above the lowest of the compared OMol25 structures with the same formula, charge and spin = 92.72 kcal/mol
E = -2908.488122 a.u.
⟨S²⟩ = 20.040
Multiplicity = 9
M = 539.48 g/mol
LUMO level (spin up / spin down) = -3.794 / -7.584 eV

Element x y z (Å)
Fe: -2.7893 -0.3894 1.7661
O: -6.0053 0.3462 -1.2645
O: -1.3019 0.4641 0.6488
O: -4.9578 3.7423 0.3679
O: 5.1771 -0.8872 -1.3052
O: 2.2822 -5.1168 -3.8177
O: 3.3757 -4.2926 4.3360
O: -3.4482 3.0300 7.2110
N: 0.8904 -3.5564 -2.9923
N: -1.8061 3.2422 5.6310
N: 3.8274 0.0519 -2.8748
N: -4.3011 -0.8526 -2.2592
N: -2.8641 3.7144 -0.4758
N: 3.9961 -3.0822 2.5204
C: 0.0136 0.1256 0.3532
C: -1.4081 2.7872 4.2918
C: -3.9435 0.1268 -3.2359
C: 3.3800 -3.2550 3.7032
C: 1.9402 -4.4130 -2.8951
C: 5.0582 -3.9145 2.0356
C: -3.7666 3.6018 0.5160
C: 0.9631 0.3467 1.5407
C: -2.9293 2.6844 6.1777
C: -3.1748 3.8532 -1.8738
C: -3.2815 -1.8399 -1.9407
C: 0.3240 -2.9835 -1.8112
C: -0.0061 -3.6333 -4.1384
C: -1.4397 3.6959 -0.1746
C: -5.2726 -0.6744 -1.2749
C: 2.8627 -0.2427 -3.9189
C: -1.2574 4.5176 6.0447
C: 3.9431 -1.7735 1.8763
C: 3.8066 1.3774 -2.3402
C: 4.4735 -0.9779 -2.2892
H: 0.7420 1.3105 2.0209
H: -5.3971 -1.4714 -0.5441
H: -2.8657 0.2819 -3.1741
H: -1.0208 4.6827 -0.3631
H: 2.7403 -2.4279 4.0404
H: 0.8461 -0.3193 2.3932
H: 3.9219 2.1724 -3.0713
H: -2.7888 3.0097 -2.4460
H: -0.9318 3.0234 -0.8818
H: 2.8538 0.4989 -4.7125
H: -4.5365 1.0333 -3.1623
H: -0.0257 -1.9433 -1.8201
H: -4.2459 3.8433 -2.0739
H: 0.3135 -4.2901 -4.9392
H: -2.2693 3.0617 3.6620
H: -2.8202 -1.5026 -1.0069
H: -1.6904 5.3220 5.4484
H: 2.4956 -4.4096 -1.9496
H: 1.0673 -2.9560 -1.0100
H: -3.7597 -2.8081 -1.7914
H: 2.8956 1.4894 -1.7286
H: 6.0500 -3.4871 2.2386
H: 5.0438 -4.9199 2.4428
H: 4.3120 -1.9052 -2.8584
H: 4.9738 -1.4197 1.8133
H: -1.2356 4.6301 7.1262
H: -0.9062 -4.1601 -3.7827
H: 3.0925 -1.1975 -4.4021
H: 1.9905 0.5179 1.2276
H: -0.1781 4.5138 5.8517
H: -3.2983 3.5092 1.5064
H: 4.5731 1.5023 -1.5728
H: -3.2566 1.8547 5.5115
H: 0.3541 0.7016 -0.5077
H: -4.1479 -0.2514 -4.2463
H: -2.7954 4.7965 -2.2656
H: 3.3281 -1.0198 2.3617
H: -0.5523 -3.5592 -1.4801
H: -2.5585 -2.0061 -2.7357
H: 0.1137 -0.9344 0.0960
H: 5.0870 -3.9543 0.9429
H: -1.1179 3.2122 0.7456
H: -1.2129 1.7210 4.1977
H: 1.8517 -0.4612 -3.5525
H: -0.6160 3.4154 3.8932
H: 3.5239 -1.8874 0.8721
H: -0.3033 -2.6351 -4.4518

3.
This record from OMol25 describes C20H48BF10NO22PtS8 as an isolated structure in a non-equilibrium geometry. The level of theory is the ωB97M-V functional and the def2-TZVPD basis.

Output
HOMO-LUMO gap (spin up / spin down) = 9.1 / 8.5 eV
Highest occupied orbital energy (spin up / spin down) = -9.37 / -9.64 eV
Energy above the lowest of the compared OMol25 structures with the same formula, charge and spin = 73.02 kcal/mol
E = -6829.069419 a.u.
⟨S²⟩ = 2.003
Multiplicity = 3
M = 1307.00 g/mol
LUMO level (spin up / spin down) = -0.283 / -1.121 eV

Element x y z (Å)
Pt: 0.3840 -0.7506 -1.0613
S: -1.3198 -3.5318 -0.6117
S: 0.3999 -2.7339 5.3869
S: -1.8013 0.8175 -3.7617
S: -2.4673 0.8956 0.4064
S: 2.7602 0.0428 -3.5743
S: 2.2683 1.2458 7.1247
S: 0.7360 2.9117 -0.3249
S: -0.0964 -3.5503 -2.9255
F: 1.9671 -5.1447 -3.5378
F: 2.6383 -3.3780 -2.5398
F: 2.2725 -1.8901 -0.4274
F: 2.0065 -2.6606 1.6352
F: -3.3930 -4.5062 -2.1842
F: -4.1366 -3.4124 -0.4713
F: 1.6838 -4.9153 -1.4341
F: 3.4539 -0.9680 1.1724
F: -3.3061 -2.4639 -2.1631
F: 1.2053 -0.6020 0.9012
O: 0.0071 -2.6074 -4.0632
O: -0.0870 -4.1908 4.7301
O: -0.8383 -4.7625 -3.2962
O: -1.3401 2.1223 -4.2768
O: -0.2660 -1.6131 4.7353
O: 3.0365 0.3198 7.9068
O: -0.8502 -4.9061 -0.5958
O: -1.0433 0.0854 -2.7403
O: -3.9361 0.0713 0.3648
O: -0.0809 3.2706 0.8339
O: 2.3786 2.6956 7.2334
O: 2.3480 3.1469 -0.0137
O: 2.4303 0.7860 5.4799
O: 0.3539 -2.7962 6.8596
O: 1.7975 -0.3730 -2.5824
O: -2.5258 2.1918 -0.3223
O: 0.5986 1.5162 -0.8036
O: 2.9470 1.6735 -3.5324
O: -1.3929 -2.9885 0.7176
O: 4.0655 -0.6245 -3.6753
O: -1.4597 -0.0908 -0.0258
O: -3.3707 1.0319 -3.2940
N: -0.4523 -2.5716 -1.4678
C: 2.4366 1.4761 3.1569
C: 1.9196 -0.0746 -5.2143
C: -5.1504 0.7733 0.3706
C: 4.1875 4.6653 0.4218
C: -4.1867 1.6215 -4.2422
C: 0.4950 0.7556 7.4248
C: -1.0772 -5.7070 3.0787
C: 1.6720 -4.2897 -2.5641
C: -2.3590 1.1115 2.2039
C: -5.6667 1.5984 -3.7848
C: 4.1789 2.2372 -4.1000
C: 1.7344 1.4498 4.4622
C: -3.1985 -3.4917 -1.3876
C: 5.1303 2.9475 -3.0982
C: -6.1610 0.0209 -0.4818
C: 0.4951 4.0659 -1.7206
C: -0.6521 -4.2649 3.4542
C: -2.0698 -0.2846 -5.3189
C: 2.0955 -2.8099 4.8915
C: 2.7532 4.3836 0.6663
B: 2.2367 -1.5562 0.8471
H: -3.1059 1.8613 2.4647
H: 4.4623 4.6072 -0.6314
H: -1.7181 -5.5826 2.2058
H: 1.4418 3.9994 -2.2568
H: -4.1417 1.1200 -5.2089
H: -5.5976 0.9203 1.3537
H: 3.9358 2.9186 -4.9153
H: 0.7547 0.9746 4.4126
H: -2.2489 0.3402 -6.1939
H: -5.9826 0.5673 -3.6267
H: 4.3662 5.7160 0.6503
H: -6.2666 1.9602 -4.6199
H: 1.0905 0.6298 -5.1456
H: -1.1177 -0.7889 -5.4841
H: 2.6210 -2.1184 5.5502
H: -2.7953 -1.0803 -5.1503
H: -5.8145 2.3251 -2.9859
H: 2.5899 0.2401 -6.0142
H: 1.9445 2.1535 2.4590
H: 5.2382 2.3311 -2.2057
H: 3.4417 1.8910 3.2325
H: -6.9603 0.6531 -0.8686
H: -1.5307 -6.3566 3.8274
H: 0.3434 -0.2524 7.0387
H: 0.0714 -3.8867 2.7320
H: -6.5431 -0.9022 -0.0461
H: 0.4991 0.7757 8.5146
H: 4.6929 1.4614 -4.6674
H: 4.8068 4.1346 1.1450
H: -5.0337 1.7846 -0.0190
H: 2.5926 0.4602 2.7939
H: 0.3447 5.0348 -1.2445
H: 1.5956 2.4843 4.7760
H: -0.3717 3.7828 -2.3177
H: -0.2199 1.4443 6.9748
H: 2.4609 4.3460 1.7157
H: -5.6273 -0.2853 -1.3814
H: 2.4129 -3.8457 5.0117
H: -0.1736 -6.2492 2.8000
H: 6.1287 3.0071 -3.5313
H: -2.7793 0.1985 2.6258
H: 2.0897 -2.4703 3.8558
H: 1.5602 -1.0942 -5.3528
H: -1.5654 -3.6711 3.4164
H: -3.9708 2.6655 -4.4696
H: -1.3102 1.2620 2.4599
H: 4.7069 3.8711 -2.7034
H: 2.2941 5.2422 0.1762